{"formula": "C4H6N2O3S", "method": "wB97M-V/def2-TZVPD", "elements": ["C", "C", "C", "C", "N", "N", "O", "O", "O", "S", "H", "H", "H", "H", "H", "H"], "coordinates": [[2.339, 0.128, -0.170], [3.562, -0.179, 0.243], [1.289, -0.751, -0.495], [2.220, 1.580, -0.633], [2.787, -2.620, -0.020], [1.719, -2.180, -0.217], [0.181, -0.489, -0.880], [0.612, -3.068, -0.586], [4.664, -0.198, 0.643], [-3.787, -2.251, 0.549], [1.181, 1.489, -0.908], [2.750, 1.897, -1.640], [2.287, 2.450, 0.123], [-3.489, -2.129, 1.784], [0.144, -2.532, -1.225], [-4.813, -1.513, 0.855]], "mulliken_charge": [0.01, 0.69, 0.56, -1.09, -0.70, 0.74, -0.57, -0.49, -0.36, -0.25, 0.31, 0.27, 0.29, 0.12, 0.36, 0.13], "e_lumo_ev": -0.61, "energy_ha": -889.27671, "gap_ev": 9.04, "homo_energy_ev": -9.646, "total_charge": 0, "e_above_lowest_ev": 3.525}